# C25H28CuN5O3

A molecular structure, C25H28CuN5O3 at a distorted geometry (wB97M-V/def2-TZVPD, the Open Molecules 2025 dataset).

The calculation puts the gap between HOMO and LUMO (spin up / spin down) at 7.100 / 7.052 eV. The LUMO energy (spin up / spin down) is -3.21 / -3.25 eV. Its charge is +1. As for the spin multiplicity: 2.

Geometry as XYZ:
```
62
Properties=species:S:1:pos:R:3:forces:R:3:mulliken_spin:R:1
Cu -0.604486 0.702867 1.321057 0.312 -0.162 0.267 0.702
C 2.526006 -4.566910 2.776698 0.194 -0.513 -0.642 0.001
C 2.389419 -3.180633 2.206740 -0.036 -0.662 0.406 -0.001
C 2.698162 -2.858449 0.927240 -0.046 0.052 0.223 -0.001
C 2.566275 -1.525185 0.462428 -0.018 -0.465 0.604 0.004
C 2.916839 -1.024066 -0.759894 0.583 0.835 -0.640 -0.002
N 3.009734 -1.604425 -1.951856 -0.275 -0.420 1.524 0.000
C 2.377899 -2.871367 -2.326824 0.317 -0.295 0.345 0.000
C 0.856798 -2.850822 -2.139560 0.367 0.901 0.008 0.000
C 0.291766 -1.450704 -2.367458 -1.526 0.202 -0.454 -0.002
N -1.177160 -1.548232 -2.701386 1.067 -0.439 -0.469 0.001
C -2.079414 -0.660139 -2.913938 -0.699 0.995 0.238 -0.003
C -2.120087 0.746138 -2.589274 0.199 -0.469 -0.601 0.010
C -2.894422 1.598423 -3.405005 -0.348 -0.926 0.073 0.002
C -2.996742 2.934155 -3.189588 0.826 0.852 0.314 0.000
C -3.788623 3.852697 -4.026498 -0.108 -1.347 -1.906 0.001
C -2.293978 3.473080 -2.104956 -0.408 0.252 1.792 0.001
C -1.750565 2.642013 -1.124602 1.054 0.245 0.118 -0.013
C -1.282726 3.273773 0.135653 -0.788 0.299 -1.245 -0.001
N -0.824422 2.667495 1.149833 0.704 0.192 0.507 0.063
C -0.350112 3.470960 2.307543 -0.082 0.537 -0.926 0.000
C -1.065072 2.989226 3.579257 1.240 -0.067 0.293 -0.002
C -0.146484 1.969309 4.263659 -0.931 -1.137 -0.541 0.003
N 0.280769 0.934625 3.240505 -0.400 0.778 0.666 0.067
C 1.147914 0.092124 3.620049 0.338 -0.362 -0.476 0.005
C 1.757498 -0.877546 2.690951 -0.144 -0.122 0.458 -0.007
C 1.927656 -2.171986 3.080431 -0.275 0.470 0.667 -0.002
C 2.066995 -0.499155 1.335505 -0.860 1.092 -0.199 -0.003
O 1.785058 0.647754 0.880873 0.058 -0.387 0.326 0.000
C -1.555479 1.233245 -1.394207 -0.206 0.186 1.193 0.011
O -1.061510 0.399838 -0.541245 0.038 0.812 -0.649 0.069
H 3.402354 -5.074798 2.346041 -0.441 -0.031 -0.077 0.000
H 1.612656 -5.184138 2.621364 0.626 0.390 0.073 0.000
H 2.736521 -4.514380 3.832078 -0.129 -0.004 0.464 0.000
H 3.162817 -3.598241 0.307038 0.022 -0.345 -0.310 0.000
H 3.134683 0.061021 -0.706995 -0.247 -0.620 -0.512 0.000
H 3.232933 -0.956814 -2.653576 0.412 0.484 -1.272 0.000
H 2.790075 -3.693884 -1.732369 -0.011 0.284 -0.085 0.000
H 2.693347 -3.085932 -3.328583 -0.028 0.063 -0.683 0.000
H 0.682790 -3.099702 -1.102980 -0.577 -0.478 -0.006 0.000
H 0.378331 -3.531758 -2.847990 0.157 -0.285 0.346 0.000
H 0.769372 -0.950792 -3.230158 -0.243 -0.034 0.409 0.000
H 0.267895 -0.823228 -1.483489 0.638 0.178 0.134 -0.001
H -1.490437 -2.465794 -2.959914 0.134 -0.525 0.098 0.000
H -2.976411 -1.074596 -3.374911 0.064 0.153 -0.046 0.000
H -3.499135 1.145028 -4.182786 0.153 0.014 -0.199 0.000
H -4.360595 3.265270 -4.761582 -0.102 0.176 0.309 0.000
H -3.157626 4.460428 -4.652763 0.300 0.624 0.026 0.000
H -4.463432 4.423752 -3.457129 -0.774 0.928 0.643 0.000
H -2.348121 4.571691 -1.848233 0.002 -1.247 -0.580 0.000
H -1.443113 4.380702 0.144668 0.388 -0.715 0.170 0.008
H -0.577731 4.528297 2.062298 0.175 -0.401 0.358 0.005
H 0.777038 3.360216 2.345313 -1.290 0.035 0.140 -0.001
H -2.024613 2.533011 3.345709 -0.044 -0.013 -0.166 0.000
H -1.261014 3.809476 4.277015 0.090 -0.034 -0.188 0.000
H -0.715167 1.448108 5.054896 0.449 0.218 -0.138 0.000
H 0.748257 2.441707 4.666196 -0.062 0.029 0.062 0.000
H 1.489348 0.052814 4.658672 -0.054 0.121 0.012 0.004
H 1.668010 -2.444337 4.120642 0.155 0.085 -0.646 -0.001
O -1.455711 -2.776626 -0.192056 0.530 1.207 1.629 0.016
C -1.252031 -1.973134 0.704115 -0.734 -0.459 -0.655 0.024
N -1.128773 -1.171453 1.587344 0.294 -0.726 -0.580 0.046
```
Forces are in eV/Å.

***

# C25H28F3N8O

5 unconnected molecules or ions with the total composition C25H28F3N8O (wB97M-V/def2-TZVPD, the Open Molecules 2025 dataset).

The calculation puts the gap between HOMO and LUMO at 7.044 eV. The LUMO energy is -4.43 eV. Its charge is +1. As for the spin multiplicity: 1.

Geometry as XYZ:
```
65
Properties=species:S:1:pos:R:3:forces:R:3:lowdin_charge:R:1
F 5.503940 -3.360178 -1.128756 -0.084 0.329 -0.131 0.152
C 5.106689 -2.091400 -1.330291 0.117 -0.246 -0.255 -0.589
F 6.186307 -1.294629 -1.273976 -0.312 -0.253 0.042 0.155
F 4.589357 -2.014784 -2.576503 0.253 0.013 0.340 0.140
C 4.073920 -1.664179 -0.306892 -0.120 0.060 -0.218 -0.064
O 2.854853 -2.328823 -0.598166 0.254 -0.202 0.216 -0.092
C 1.755431 -1.492217 -0.554431 -0.737 0.206 -0.051 -0.203
C 0.510976 -2.371757 -0.706808 0.646 0.140 -0.322 -0.025
N -0.636724 -1.486732 -0.910129 -0.304 0.064 0.731 -0.015
C -1.196338 -0.638338 -0.054377 -0.094 0.214 -0.369 -0.016
N -2.175872 0.024200 -0.670479 -0.060 -0.147 -0.165 0.108
N -2.239296 -0.417433 -1.897106 0.100 -0.217 -0.201 0.122
N -1.320726 -1.326249 -2.036189 0.124 0.110 0.111 0.119
H 3.967238 -0.586714 -0.389215 -0.032 0.223 -0.061 0.142
H 4.406844 -1.903916 0.695903 0.180 -0.131 0.168 0.151
H 1.744228 -0.770018 -1.376522 0.203 0.132 -0.157 0.146
H 1.669044 -0.922057 0.374800 0.190 0.030 0.222 0.133
H 0.333656 -2.996806 0.156248 -0.139 -0.116 0.187 0.153
H 0.633339 -2.996460 -1.582627 -0.164 -0.223 -0.159 0.112
H -0.898182 -0.468885 0.963649 0.177 -0.103 0.229 0.145
H -1.116264 -1.850156 -2.881497 -0.160 -0.004 -0.147 0.213
N -3.551117 2.892603 2.367852 0.115 0.125 0.177 0.057
C -4.271295 2.970579 3.483944 -0.031 0.007 -0.016 -0.138
C -5.143285 1.972497 3.896943 0.047 -0.055 -0.019 -0.058
C -5.255706 0.829514 3.121184 0.008 -0.022 0.027 -0.070
C -4.493272 0.727692 1.966143 -0.024 0.027 0.078 -0.078
C -3.665699 1.789033 1.637930 0.054 0.037 -0.025 -0.191
H -4.139409 3.872542 4.070283 -0.057 0.000 0.015 0.109
H -5.710878 2.086030 4.809560 -0.010 0.016 0.005 0.107
H -5.921884 0.028888 3.414801 -0.011 0.005 0.000 0.109
H -4.547276 -0.148354 1.333180 -0.021 0.018 -0.025 0.092
H -3.053596 1.768870 0.748148 -0.059 -0.086 -0.151 0.058
N 0.944812 0.475051 3.817134 0.036 -0.048 -0.108 0.053
C 0.008991 1.189190 3.192126 -0.083 -0.109 -0.010 -0.180
C 0.287530 2.237178 2.327951 -0.142 -0.004 -0.149 -0.074
C 1.613232 2.573433 2.104067 0.081 0.028 -0.066 -0.071
C 2.599370 1.849721 2.755265 -0.038 -0.021 -0.026 -0.072
C 2.213556 0.813805 3.596083 0.015 -0.075 0.061 -0.160
H -1.018702 0.900602 3.397189 -0.027 0.079 0.014 0.098
H -0.516397 2.774029 1.839893 -0.007 0.063 0.064 0.081
H 1.867527 3.386389 1.436192 -0.035 0.015 -0.003 0.106
H 3.646569 2.081730 2.618177 0.020 0.004 0.032 0.103
H 2.954767 0.223724 4.123673 0.039 0.028 -0.004 0.104
N 0.188048 -5.517621 -3.633769 -0.017 0.097 0.099 0.034
C 1.441777 -5.176800 -3.345408 -0.050 0.154 0.017 -0.181
C 2.503913 -6.062496 -3.309226 0.009 -0.024 0.000 -0.060
C 2.246861 -7.393804 -3.595920 -0.003 -0.045 0.002 -0.062
C 0.949261 -7.772208 -3.900683 0.033 0.048 0.012 -0.058
C -0.041047 -6.801182 -3.905858 -0.107 -0.005 -0.026 -0.151
H 1.596044 -4.120840 -3.139571 0.213 -0.024 -0.031 0.080
H 3.500269 -5.720148 -3.066625 -0.004 0.027 -0.003 0.106
H 3.045063 -8.123797 -3.582298 0.003 -0.005 -0.002 0.112
H 0.706546 -8.799962 -4.129929 -0.021 -0.003 -0.011 0.108
H -1.067398 -7.057017 -4.141096 0.010 -0.052 -0.003 0.106
N -0.483143 4.799911 -0.532102 -0.023 0.023 0.059 0.041
C 0.089460 5.944788 -0.903174 0.086 -0.073 -0.038 -0.162
C -0.523905 7.182681 -0.795957 -0.014 -0.011 0.000 -0.069
C -1.806893 7.238745 -0.276806 -0.023 0.032 0.004 -0.071
C -2.419078 6.059617 0.114247 -0.028 0.018 0.011 -0.063
C -1.717378 4.874699 -0.031686 0.134 -0.174 -0.032 -0.164
H 1.091438 5.858754 -1.309076 0.008 0.057 -0.005 0.101
H -0.008019 8.078181 -1.112676 0.019 -0.004 -0.008 0.104
H -2.320533 8.185931 -0.177352 -0.001 0.004 -0.001 0.109
H -3.418059 6.054999 0.527243 0.002 -0.033 0.018 0.104
H -2.153485 3.930352 0.273368 -0.132 0.081 0.059 0.067
```
Forces are in eV/Å.